No. 1
{
  "formula": "C32H45F3N2O12SSi",
  "method": "ωB97M-V/def2-TZVPD",
  "elements": ["C", "Si", "C", "C", "C", "C", "S", "O", "O", "C", "F", "F", "F", "N", "N", "C", "C", "C", "O", "C", "C", "O", "O", "C", "C", "C", "O", "C", "C", "C", "C", "C", "C", "H", "H", "H", "H", "H", "H", "H", "H", "H", "H", "H", "H", "H", "H", "H", "H", "H", "H", "H", "H", "H", "O", "C", "O", "C", "C", "C", "H", "H", "H", "H", "H", "H", "H", "H", "O", "C", "O", "C", "C", "C", "H", "H", "H", "H", "H", "H", "H", "H", "O", "C", "O", "C", "C", "C", "H", "H", "H", "H", "H", "H", "H", "H"],
  "xyz": [[3.53786, -3.17769, -0.20585], [2.31707, -1.66749, -0.18535], [2.68849, -0.46822, 1.25898], [0.66568, -2.51202, 0.19848], [2.44965, -0.64060, -1.80708], [1.38055, -0.08804, -2.67346], [-0.40352, -0.27109, -2.15612], [-0.61182, 0.14541, -0.75475], [-1.25487, 0.67003, -2.91920], [-1.12232, -1.93686, -2.57970], [-1.83065, -2.52033, -1.55187], [-0.15402, -2.79508, -3.10209], [-2.04478, -1.80180, -3.60755], [1.43276, 0.59682, -3.83602], [2.68108, 0.77424, -4.19086], [2.84933, 1.48446, -5.51340], [1.37006, 2.17334, -5.89109], [0.99969, 3.47151, -4.98102], [1.43669, 3.52124, -6.47888], [3.82674, 0.42273, -3.56202], [5.21568, 0.79477, -4.22660], [5.76698, -0.12036, -4.86059], [5.68520, 1.99494, -4.09670], [3.84483, -0.32056, -2.27404], [5.21189, -0.63382, -1.62188], [5.83528, 0.76537, -1.09293], [6.95335, 1.04438, -1.46127], [4.99736, 1.64321, -0.11338], [3.81756, 2.44564, -0.55920], [2.99166, 3.26299, 0.37522], [3.39018, 3.24473, 1.80261], [4.58879, 2.47233, 2.24536], [5.41052, 1.66534, 1.31431], [4.42725, -2.84688, 0.42270], [3.85947, -3.45442, -1.24911], [3.10413, -4.05600, 0.36620], [2.03576, -0.73072, 2.15160], [2.32430, 0.55508, 0.92608], [3.77818, -0.41415, 1.52099], [0.35626, -3.11940, -0.69559], [0.90652, -3.28984, 0.99811], [-0.13758, -1.87979, 0.65338], [3.09921, 0.78637, -6.35126], [3.49214, 2.39857, -5.43617], [0.50053, 1.46240, -6.18798], [-0.07520, 3.78285, -4.98941], [1.80770, 3.99410, -4.41261], [5.20574, -1.29169, -0.71747], [5.88955, -1.09340, -2.40227], [3.57670, 2.38475, -1.66097], [2.11108, 3.80775, -0.05975], [2.75741, 3.83319, 2.51558], [4.85655, 2.49097, 3.34154], [6.31300, 1.07837, 1.63677], [0.59276, 4.75727, 0.14992], [0.22978, 5.89542, 0.33265], [-0.30784, 6.59720, -0.67399], [-0.93790, 7.87712, -0.52098], [0.08248, 8.99614, -0.56437], [0.45586, 6.56995, 1.66001], [-1.55443, 7.90455, 0.37987], [-1.62144, 7.98106, -1.36504], [0.79623, 8.92103, 0.25765], [-0.41055, 9.96796, -0.50614], [0.65941, 8.94860, -1.48995], [1.47280, 6.96361, 1.69240], [0.33275, 5.82735, 2.44853], [-0.25283, 7.36659, 1.87550], [-4.81395, -4.30499, 2.13175], [-5.04273, -4.09004, 0.96697], [-6.30717, -4.10628, 0.51608], [-6.70166, -3.68262, -0.79601], [-6.55070, -4.80656, -1.80069], [-3.91679, -3.89005, -0.01378], [-6.16614, -2.77836, -1.09291], [-7.75464, -3.40633, -0.72139], [-5.51072, -5.12335, -1.89555], [-6.90771, -4.49393, -2.78349], [-7.12029, -5.68125, -1.48066], [-3.54810, -4.86376, -0.33925], [-3.11379, -3.35172, 0.48925], [-4.18979, -3.29262, -0.88068], [-4.06096, -4.38960, 9.32419], [-4.22841, -4.60910, 8.15102], [-4.20660, -3.59855, 7.26627], [-4.20641, -3.77262, 5.84121], [-5.61467, -3.92975, 5.30849], [-4.55248, -5.99964, 7.66721], [-3.55228, -4.59652, 5.54802], [-3.76444, -2.86564, 5.42535], [-6.09972, -4.82079, 5.71165], [-5.60701, -4.00291, 4.21981], [-6.22971, -3.07558, 5.60054], [-5.62245, -6.17755, 7.78055], [-4.00273, -6.71362, 8.28047], [-4.25670, -6.18778, 6.63710]],
  "forces_ev_per_a": [[0.5, 0.5, 0.4], [-0.2, -0.8, 1.8], [-0.6, 0.5, -0.2], [-0.1, -0.9, 0.4], [2.1, 1.4, -2.3], [0.2, -1.0, 0.4], [-3.3, 6.3, 1.6], [1.8, -2.6, -1.3], [2.1, -2.5, -0.6], [-1.7, -2.9, -2.0], [1.8, 1.2, -1.6], [-1.3, 1.4, 1.5], [1.7, 0.2, 1.8], [0.7, -2.3, 3.2], [2.0, 0.9, -1.6], [-3.2, 2.0, -1.4], [0.1, 2.3, 2.1], [0.9, -1.3, -4.3], [-0.4, -2.5, 2.2], [1.1, -0.7, 1.6], [2.7, 2.8, -1.2], [-1.5, -0.2, 0.9], [-2.8, -3.0, 0.6], [-3.6, 0.2, -1.1], [-0.4, 0.9, -0.1], [0.6, 0.1, -0.7], [-1.3, -0.2, 1.0], [-1.2, 1.2, 1.6], [0.8, -0.5, 1.7], [2.8, -2.2, 0.2], [1.2, -1.2, -2.0], [-0.7, 0.0, -1.6], [-2.4, 1.6, -1.2], [-0.8, -0.5, -1.0], [-0.2, 0.0, 1.2], [0.3, 1.0, -1.0], [1.0, 0.1, -1.0], [0.6, -1.0, 0.5], [-1.2, 0.0, -0.1], [-0.1, 0.6, 1.0], [-0.1, 0.9, -1.0], [0.6, -0.5, -0.9], [0.2, 0.5, 1.1], [0.0, -1.4, 0.2], [1.7, 1.5, 0.3], [1.2, -0.4, 0.7], [-1.1, -0.8, -0.1], [-0.5, 0.5, -0.9], [-0.6, 0.8, 0.8], [0.2, 0.4, 1.4], [1.3, -0.7, 1.0], [0.9, -0.7, -0.6], [-0.3, 0.0, -1.4], [-1.1, 0.8, -0.2], [-0.8, 0.7, -0.2], [0.3, 0.0, 0.2], [-0.2, -0.4, -0.3], [0.1, 0.3, 0.1], [0.2, 0.0, 0.1], [-0.5, 0.0, 0.4], [0.1, -0.1, 0.0], [0.1, -0.3, 0.0], [-0.1, 0.1, 0.0], [0.0, 0.0, 0.0], [-0.1, 0.0, 0.0], [0.0, 0.0, 0.0], [0.2, 0.0, -0.1], [0.2, 0.1, -0.1], [-0.4, 0.1, -0.3], [0.4, -0.2, 0.0], [-0.3, 0.2, 0.4], [0.0, -0.1, -0.3], [0.1, -0.1, 0.0], [0.1, 0.6, -0.1], [0.1, -0.1, 0.0], [0.1, 0.0, 0.3], [0.0, 0.1, -0.1], [0.0, 0.0, 0.0], [-0.1, 0.1, 0.0], [0.0, 0.0, 0.0], [0.0, -0.2, 0.1], [-0.1, -0.2, -0.1], [0.0, 0.2, -0.4], [-0.2, -0.3, 0.3], [0.4, 0.4, 0.2], [-0.3, -0.1, -0.2], [-0.2, -0.1, 0.0], [0.5, -0.3, -0.3], [-0.1, 0.0, 0.1], [0.0, 0.0, 0.3], [0.1, 0.0, -0.1], [0.0, 0.0, 0.1], [0.1, 0.0, 0.0], [0.1, 0.0, 0.0], [-0.2, 0.1, 0.1], [-0.2, 0.1, -0.1]],
  "orbital_gap_ha": 0.257,
  "lumo_ha": -0.074
}


No. 2
{
  "formula": "C32H45N2O3S4SiTc",
  "method": "ωB97M-V/def2-TZVPD",
  "elements": ["Tc", "C", "C", "C", "C", "C", "C", "C", "C", "C", "S", "C", "N", "H", "H", "H", "H", "H", "H", "H", "H", "C", "C", "C", "C", "O", "Si", "S", "O", "C", "C", "C", "C", "O", "C", "C", "C", "C", "H", "H", "H", "H", "H", "H", "H", "H", "H", "H", "H", "H", "H", "H", "H", "H", "H", "H", "H", "H", "H", "H", "H", "H", "H", "H", "H", "S", "C", "N", "C", "C", "S", "H", "H", "H", "H", "H", "C", "C", "C", "C", "C", "C", "C", "H", "H", "H", "H", "H"],
  "xyz": [[-1.17564, 0.54985, 0.97013], [-1.68646, -1.59555, -1.57001], [-2.56068, -1.92054, -0.40696], [-3.38484, -3.06340, -0.46218], [-4.23966, -3.34961, 0.55556], [-4.30621, -2.47657, 1.66085], [-5.21084, -2.66895, 2.73652], [-5.25215, -1.79929, 3.79988], [-4.37762, -0.71248, 3.83256], [-3.48105, -0.50149, 2.78853], [-2.33956, 0.75394, 2.89161], [-3.44364, -1.37901, 1.67425], [-2.56884, -1.11630, 0.65627], [-2.00093, -2.15642, -2.44785], [-0.64801, -1.84713, -1.35183], [-1.72272, -0.52949, -1.79311], [-3.32562, -3.69744, -1.33654], [-4.87125, -4.23112, 0.52559], [-5.88267, -3.52011, 2.69887], [-5.94808, -1.95535, 4.61300], [-4.38454, -0.02873, 4.67326], [2.26768, 1.74052, -1.59108], [1.03149, 0.89416, -1.87611], [-0.10181, 1.79050, -2.31711], [1.32997, -0.14118, -2.95077], [0.60880, 0.18851, -0.63545], [1.54141, -0.94466, 0.21149], [0.23011, -1.22759, 1.83916], [1.68684, -2.26045, -0.71231], [1.74436, -3.71335, -0.58040], [2.48116, -4.20329, -1.81555], [2.49164, -4.09993, 0.68487], [0.33124, -4.26666, -0.55607], [2.89417, -0.22227, 0.66037], [4.31569, -0.43406, 0.85234], [4.92298, 0.95235, 0.97280], [4.50522, -1.20719, 2.14490], [4.89096, -1.17593, -0.34425], [2.43443, 2.42321, -2.42563], [3.15817, 1.12365, -1.47134], [2.13148, 2.32446, -0.67732], [0.19835, 2.33437, -3.21472], [-0.33365, 2.52070, -1.54308], [-1.00046, 1.21948, -2.56376], [1.72258, 0.36351, -3.83747], [0.42892, -0.68868, -3.23760], [2.07674, -0.86330, -2.61452], [3.51198, -3.84046, -1.82351], [1.97999, -3.85183, -2.72001], [2.50231, -5.29491, -1.83273], [3.51561, -3.72557, 0.65957], [2.53592, -5.18638, 0.77104], [1.98921, -3.71164, 1.57574], [-0.16047, -4.10760, -1.52055], [-0.25824, -3.80230, 0.23880], [0.36857, -5.34147, -0.36913], [4.41386, 1.51215, 1.76180], [4.83793, 1.50452, 0.03443], [5.98181, 0.87608, 1.22914], [4.05062, -0.66505, 2.97648], [5.56918, -1.33560, 2.35455], [4.04620, -2.19589, 2.08607], [4.85272, -0.55303, -1.24201], [4.33390, -2.09354, -0.54200], [5.93411, -1.44025, -0.15873], [0.52185, 1.88250, 2.12333], [0.83286, 3.48799, 1.65141], [1.77912, 4.17269, 2.24800], [1.96215, 5.58642, 1.88425], [1.19262, 5.80607, 0.57529], [0.07366, 4.37838, 0.39235], [2.24727, 3.77460, 3.05169], [3.01963, 5.79325, 1.75086], [1.58515, 6.21977, 2.68364], [1.84707, 5.83666, -0.29083], [0.59312, 6.71079, 0.60490], [-2.19086, 1.60117, -0.08043], [-3.22394, 2.25863, -0.76909], [-3.30765, 3.66282, -0.77294], [-4.33493, 4.27677, -1.45636], [-5.27281, 3.50348, -2.13668], [-5.20085, 2.11273, -2.13545], [-4.18395, 1.48560, -1.45141], [-2.57636, 4.23994, -0.23039], [-4.41503, 5.35603, -1.46229], [-6.07736, 3.99290, -2.67187], [-5.94032, 1.52911, -2.66723], [-4.11312, 0.40278, -1.42948]],
  "forces_ev_per_a": [[-0.2, 0.7, 1.2], [-0.1, 0.0, 0.0], [0.0, 0.0, 0.0], [0.0, 0.0, -0.2], [-0.1, -0.1, 0.1], [-0.3, -0.3, 0.1], [0.0, 0.0, -0.1], [0.0, 0.0, 0.0], [0.0, -0.1, -0.1], [-0.4, 0.1, 0.1], [0.9, -0.1, -1.3], [0.2, 0.3, -0.1], [0.1, 0.0, -0.1], [0.0, 0.0, 0.0], [0.0, 0.0, 0.0], [0.0, -0.1, 0.0], [0.0, 0.0, 0.0], [0.0, 0.1, 0.0], [0.1, 0.0, 0.0], [0.0, 0.0, 0.0], [0.0, 0.0, 0.0], [0.0, 0.0, 0.1], [0.2, -0.1, 0.0], [-0.2, 0.0, 0.0], [0.1, -0.1, -0.1], [-0.1, 0.1, 0.0], [-0.2, 0.0, 0.0], [0.0, -0.5, 0.0], [0.0, 0.0, 0.0], [0.2, 0.1, 0.0], [0.1, 0.0, 0.0], [0.0, 0.1, 0.1], [-0.2, 0.0, 0.0], [0.1, 0.0, -0.2], [-0.1, -0.1, 0.0], [0.1, 0.1, 0.0], [0.0, -0.1, 0.1], [0.0, 0.0, -0.1], [0.0, 0.0, 0.0], [-0.1, 0.0, 0.0], [0.0, 0.0, -0.1], [0.0, 0.0, 0.0], [0.0, 0.0, 0.0], [0.1, 0.1, 0.0], [-0.1, 0.0, 0.1], [0.1, 0.0, 0.0], [0.0, 0.1, -0.1], [-0.1, 0.0, 0.0], [0.0, 0.0, 0.0], [0.0, 0.1, 0.0], [0.0, 0.0, 0.0], [0.0, 0.0, 0.0], [0.0, 0.0, 0.0], [0.0, 0.0, 0.1], [0.0, 0.0, 0.0], [0.0, 0.0, 0.0], [0.0, 0.0, 0.0], [0.0, 0.0, 0.1], [-0.1, 0.0, 0.0], [0.0, 0.0, 0.0], [-0.1, 0.0, 0.0], [0.0, 0.1, 0.0], [0.0, 0.0, 0.0], [0.1, 0.1, 0.0], [-0.1, 0.0, 0.0], [0.2, 0.4, 0.0], [-0.3, -0.5, -0.1], [0.3, 0.5, 0.2], [0.0, -0.2, 0.0], [0.0, -0.1, 0.1], [-0.2, 0.0, 0.0], [0.1, 0.0, -0.1], [0.1, 0.0, 0.0], [-0.1, 0.0, 0.1], [0.0, 0.0, 0.0], [0.0, 0.0, 0.0], [-0.4, -0.1, 0.0], [0.4, -0.3, 0.2], [-0.1, 0.1, -0.1], [0.0, 0.0, 0.1], [-0.1, 0.1, 0.0], [0.0, -0.1, 0.0], [-0.1, -0.2, 0.0], [0.0, 0.0, 0.0], [0.0, 0.0, 0.0], [0.0, 0.0, 0.0], [0.0, 0.0, 0.0], [0.0, 0.1, 0.0]],
  "total_charge": 2,
  "orbital_gap_ha": [0.179, 0.179],
  "lumo_ha": [-0.313, -0.313]
}